(1)
The following is a quantum chemistry calculation of the ion H3N2O3S with charge -1 at a distorted geometry, from OMol25.

Each atom is followed by the atoms it is bonded to, with distances in Å.
Atoms and positions in Å:
1 N 1.485 -0.052 0.104  N2 1.414, H7 1.120, H8 0.988
2 N 0.469 -0.779 -0.557  N1 1.414, S6 1.708, H9 0.991
3 O -1.242 -0.725 1.287  S6 1.435
4 O -2.016 -0.236 -0.957  S6 1.445
5 O -0.419 1.624 0.188  S6 1.800
6 S -0.974 -0.081 0.033  N2 1.708, O3 1.435, O4 1.445, O5 1.800
7 H 0.843 0.848 0.279  N1 1.120
8 H 1.462 -0.238 1.075  N1 0.988
9 H 0.392 -0.360 -1.452  N2 0.991

## Properties
* total charge: -1
* structure (SMILES): NNS(=O)(=O)[O-]
* molar mass: 111.10 g mol⁻¹
* HOMO: -0.1734 Ha
* E_LUMO: 4.27 eV
* multiplicity: 1

***

(2)
The following is a quantum chemistry calculation of a cluster of 2 separate species, H3N2O3S in total at a distorted geometry, from OMol25.

Each atom is followed by the atoms it is bonded to, with distances in Å.
Atoms and positions in Å:
1 N -1.713 0.279 -0.039  N2 1.385, H7 0.995, H8 1.004
2 N -0.939 -0.610 -0.766  N1 1.385, H9 1.010
3 O 2.378 -0.062 -1.036  S6 1.434
4 O 1.570 -1.010 1.120  S6 1.499
5 O 0.922 1.351 0.521  S6 1.507
6 S 1.431 0.017 0.037  O3 1.434, O4 1.499, O5 1.507
7 H -1.485 0.246 0.929  N1 0.995
8 H -1.637 1.146 -0.540  N1 1.004
9 H -0.527 -1.358 -0.227  N2 1.010

## Properties
* total charge: -1
* molar mass: 111.10 g mol⁻¹
* HOMO (spin up / spin down): -0.1332 / -0.1036 Ha
* E_LUMO (spin up / spin down): 4.15 / 4.35 eV
* multiplicity: 1

***

(3)
The following is a quantum chemistry calculation of a cluster of 2 separate species, H3N2P in total at a distorted geometry, from OMol25.

Each atom is followed by the atoms it is bonded to, with distances in Å.
Atoms and positions in Å:
1 N 0.092 -0.955 1.050  P3 1.550
2 N -0.138 0.782 -0.688  P3 1.665, H5 1.008, H6 1.006
3 P 0.410 -0.772 -0.455  N1 1.550, N2 1.665
4 H 0.471 -2.502 1.320  no bonds
5 H -0.472 1.330 0.091  N2 1.008
6 H 0.088 1.302 -1.519  N2 1.006

## Properties
* molar mass: 62.01 g mol⁻¹
* HOMO: -0.3502 Ha
* E_LUMO: 0.23 eV
* multiplicity: 1

***

(4)
The following is a quantum chemistry calculation of a cluster of 2 separate species, H3N2P in total at a distorted geometry, from OMol25.

Each atom is followed by the atoms it is bonded to, with distances in Å.
Atoms and positions in Å:
1 N 1.246 0.016 -0.032  H4 1.031, H5 1.068, H6 1.044
2 N -1.875 -0.107 0.591  P3 1.435
3 P -3.065 0.583 0.183  N2 1.435
4 H 1.834 -0.811 0.150  N1 1.031
5 H 1.646 0.441 -0.926  N1 1.068
6 H 0.214 -0.122 0.034  N1 1.044

## Properties
* structure (SMILES): N#P.N
* molar mass: 62.01 g mol⁻¹
* HOMO: -0.3334 Ha
* E_LUMO: -0.26 eV
* multiplicity: 1

***

no.,E (Ha)
1,-735.19140
2,-735.18267
3,-452.57077
4,-452.61291